# 1
Formula: C47H46FN3O5STl
Source: the Open Molecules 2025 dataset
Level of theory: wB97M-V/def2-TZVPD

Each line ends with the Mulliken charge.
Atoms and positions in Å:
Tl (2.3646, 1.0513, 1.5263)  1.0630
C (6.8288, 3.0313, 3.3847)  -1.9342
C (5.6322, 3.8914, 2.9881)  0.6119
C (5.8510, 5.3786, 3.3997)  -1.4098
C (4.2872, 3.4691, 3.4088)  0.3282
C (3.1697, 3.9678, 2.7146)  -0.8555
C (1.8812, 3.7656, 3.2251)  -0.9296
C (1.6785, 3.0116, 4.3610)  1.1463
C (0.2880, 2.7557, 4.8883)  -1.4578
C (2.7840, 2.3277, 4.9280)  -0.9984
C (4.0621, 2.6194, 4.4663)  -0.0813
H (7.6722, 3.0806, 2.6915)  0.4067
H (6.6256, 2.0040, 3.4773)  0.4831
H (7.2699, 3.2997, 4.2986)  0.4397
H (5.6154, 3.8052, 1.9393)  0.3580
H (5.7636, 5.2836, 4.4807)  0.4058
H (5.1100, 6.0749, 3.0155)  0.3574
H (6.8860, 5.6659, 3.2366)  0.4064
H (3.3861, 4.5735, 1.8831)  0.5802
H (1.1172, 4.2404, 2.6385)  0.3113
H (-0.4927, 2.9046, 4.1350)  0.2701
H (0.0264, 3.4059, 5.7093)  0.4248
H (0.2321, 1.7187, 5.2568)  0.3475
H (2.5843, 1.6043, 5.7137)  0.3926
H (4.8581, 2.1709, 5.0163)  0.4742
O (3.0188, -1.7500, 1.4937)  -0.5264
C (2.6434, -2.9150, 1.6942)  0.9922
C (3.6422, -4.0138, 1.4001)  -0.4091
C (3.3837, -5.3115, 1.3714)  -0.6357
C (1.9257, -5.6751, 1.4222)  -0.6199
C (1.0427, -4.7509, 1.6861)  -0.9006
C (1.2830, -3.3718, 1.9615)  0.4420
C (0.3362, -2.5454, 2.3919)  0.0679
N (0.5399, -1.2143, 2.9458)  -0.1402
C (-0.5915, -0.8159, 3.3670)  -0.8247
C (-1.7521, -1.7284, 3.0292)  0.0679
N (-0.9826, -2.8681, 2.6666)  -0.1643
H (4.6267, -3.5549, 1.1872)  0.3800
H (4.1994, -6.0422, 1.3613)  0.4163
H (1.6478, -6.5922, 0.9504)  0.4122
H (0.0805, -5.2356, 1.7630)  0.1578
H (-0.7252, 0.1735, 3.7487)  0.6171
H (-2.4615, -1.9674, 3.8042)  0.4746
H (-1.4317, -3.7183, 2.3540)  0.2818
C (-6.7095, 1.4680, -1.3169)  -1.6096
C (-5.3809, 2.0698, -1.8115)  0.3545
C (-5.1706, 1.8926, -3.3071)  -0.8313
C (-3.9385, 2.6066, -3.8498)  -1.3335
C (-2.7953, 2.6763, -2.8950)  1.3639
C (-1.6291, 3.1536, -3.3587)  -0.5487
C (-0.5687, 3.1867, -2.4454)  -0.0498
F (0.6412, 3.5912, -2.9683)  -0.4146
C (-0.6525, 2.6984, -1.1506)  -0.4756
C (-1.8220, 2.1453, -0.7046)  0.5407
C (-1.8755, 1.4910, 0.5551)  0.6579
O (-0.8748, 1.4985, 1.3116)  -0.5950
C (-3.1239, 0.8265, 0.8623)  0.0555
C (-4.1663, 0.9862, 0.0656)  -0.4792
N (-4.1398, 1.6667, -1.0888)  0.3506
C (-2.9379, 2.1464, -1.5168)  -0.4142
C (-3.1172, -0.0246, 2.0736)  -0.1833
O (-3.6239, 0.2481, 3.1290)  -0.5608
O (-2.4098, -1.2127, 1.8573)  -0.1845
H (-7.5743, 1.7497, -1.9675)  0.3505
H (-6.9671, 1.5907, -0.2620)  0.4297
H (-6.6088, 0.3071, -1.5516)  0.3314
H (-5.3587, 3.2048, -1.5685)  0.1970
H (-6.0648, 2.3028, -3.7609)  0.5133
H (-5.1948, 0.7917, -3.6065)  0.1316
H (-4.3364, 3.6144, -4.1126)  0.4369
H (-3.4934, 2.0949, -4.6550)  0.3804
H (-1.4668, 3.5086, -4.3552)  0.5978
H (0.1473, 2.7478, -0.4046)  0.5521
H (-5.1063, 0.5910, 0.4562)  0.4789
O (1.5871, 0.4857, -0.9266)  -0.3759
S (1.3245, -0.6408, -1.8968)  -0.0469
C (0.3560, -1.6882, -0.9074)  1.8080
C (0.2534, -3.0636, -1.4821)  1.4665
C (1.4449, -3.7270, -1.9267)  -0.4486
C (1.3566, -4.9387, -2.6385)  -1.1346
C (0.1015, -5.4978, -2.7986)  -0.7395
C (-1.0399, -4.8257, -2.4129)  -0.7622
C (-0.9955, -3.6384, -1.6866)  -0.4681
C (0.2609, -0.0549, -3.1845)  1.0474
C (-0.5244, -1.1074, -3.9032)  0.0130
C (-1.8993, -1.1765, -3.7058)  0.0441
C (-2.6536, -2.0627, -4.4615)  -0.5873
C (-2.0901, -2.9555, -5.3267)  -0.6140
C (-0.6716, -2.9919, -5.4459)  -0.7596
C (0.0720, -2.0248, -4.8198)  -0.3588
H (-0.6453, -1.1784, -0.6880)  -0.2524
H (0.9394, -1.7305, 0.0188)  -1.7672
H (2.3532, -3.1453, -1.7856)  0.5346
H (2.2360, -5.4486, -2.9983)  0.5379
H (0.0687, -6.4721, -3.2448)  0.5036
H (-2.0537, -5.1380, -2.6775)  0.4157
H (-1.9327, -3.1282, -1.3872)  0.4652
H (1.0486, 0.5243, -3.7855)  0.7601
H (-0.3658, 0.6987, -2.6725)  -1.6959
H (-2.4724, -0.4778, -3.0368)  0.3532
H (-3.7292, -1.9650, -4.3237)  0.3898
H (-2.7157, -3.6111, -5.9504)  0.3906
H (-0.3118, -3.8265, -6.0131)  0.4764
H (1.1110, -2.0160, -4.9665)  0.5332

For the energy above the lowest of the compared OMol25 structures with the same formula, charge and spin, the calculation gives 227.2 kJ/mol. The spin multiplicity is 1. The total charge is +1. The maximum force is 4.03 eV/Å. For the gap between HOMO and LUMO, the calculation gives 7.308 eV. The calculation puts the calculated total energy at -3029.345199 hartree.

***

# 2
Formula: C47H46N6P2PbSe4
Source: the Open Molecules 2025 dataset
Level of theory: wB97M-V/def2-TZVPD

Each line ends with the Mulliken charge.
Atoms and positions in Å:
Pb (0.2322, 0.8613, -0.5618)  1.4442
Se (-1.1491, 3.1940, 1.4632)  -0.3378
P (-1.6458, 1.3217, 2.4046)  0.1653
Se (-1.1133, -0.5432, 1.4059)  -0.8310
C (-0.8858, 1.2746, 4.0678)  0.9860
C (-0.7252, 2.4453, 4.7956)  -0.6937
C (-0.1293, 2.4036, 6.0430)  -0.6969
C (0.3371, 1.2017, 6.5518)  -0.5741
C (0.2197, 0.0424, 5.8026)  -0.4851
C (-0.4046, 0.0740, 4.5694)  -0.6311
C (-3.4632, 1.3159, 2.6626)  1.0396
C (-4.0845, 2.4683, 3.1251)  -0.4396
C (-5.4644, 2.5294, 3.1876)  -0.7168
C (-6.2299, 1.4502, 2.7767)  -0.5566
C (-5.6088, 0.2936, 2.3382)  -0.7362
C (-4.2292, 0.2234, 2.2849)  -0.3685
H (-1.0476, 3.3868, 4.3727)  0.3408
H (-0.0147, 3.3138, 6.6143)  0.4069
H (0.8049, 1.1693, 7.5265)  0.3955
H (0.6239, -0.8888, 6.1750)  0.4326
H (-0.5079, -0.8316, 3.9858)  0.3320
H (-3.4842, 3.3211, 3.4085)  0.3622
H (-5.9488, 3.4247, 3.5472)  0.3967
H (-7.3086, 1.5155, 2.7814)  0.3986
H (-6.2007, -0.5546, 2.0283)  0.4102
H (-3.7404, -0.6781, 1.9390)  0.2956
Se (0.5434, 3.3287, -2.7487)  -0.0782
Se (0.8943, 1.6360, -4.2533)  0.0993
C (2.3678, 0.7635, -3.3996)  0.2922
C (3.2805, 0.0617, -4.1832)  -0.7571
C (4.4509, -0.3660, -3.5895)  -0.5383
C (4.6508, -0.1142, -2.2377)  -1.1070
C (3.6429, 0.5216, -1.5354)  -0.0166
N (2.5336, 0.9658, -2.1076)  0.1977
C (-1.3639, 3.0890, -2.4966)  0.1001
C (-2.2491, 3.9090, -3.1762)  -0.8153
C (-3.5991, 3.7461, -2.9165)  -0.2789
C (-4.0012, 2.7711, -2.0160)  -1.0307
C (-3.0344, 1.9754, -1.4232)  -0.4836
N (-1.7457, 2.1517, -1.6545)  0.5207
H (3.0750, -0.1084, -5.2312)  0.4240
H (5.2078, -0.8656, -4.1759)  0.4292
H (5.5735, -0.3928, -1.7504)  0.4999
H (3.7211, 0.7181, -0.4772)  0.2636
H (-1.8722, 4.6429, -3.8738)  0.5043
H (-4.3221, 4.3731, -3.4143)  0.4090
H (-5.0401, 2.6324, -1.7667)  0.4879
H (-3.2939, 1.1834, -0.7326)  0.5772
N (-0.1572, -0.6374, -2.1155)  0.6150
P (-0.6242, -2.0986, -2.1730)  0.7348
C (-2.4366, -2.4533, -2.2463)  0.4603
C (-3.1909, -2.2524, -1.0950)  -0.1802
C (-4.5509, -2.4948, -1.0873)  -0.8269
C (-5.1793, -2.9360, -2.2411)  -0.6775
C (-4.4441, -3.0974, -3.4031)  -0.6474
C (-3.0814, -2.8515, -3.4110)  -0.7377
C (-0.0523, -3.2150, -0.8255)  0.0040
C (1.2809, -3.0237, -0.4790)  -0.1279
C (1.8569, -3.7603, 0.5381)  -0.3824
C (1.0900, -4.6813, 1.2348)  -0.7271
C (-0.2362, -4.8773, 0.8918)  -0.7552
C (-0.8077, -4.1592, -0.1439)  -0.0674
C (0.0118, -2.9601, -3.6590)  -0.1632
C (0.1837, -4.3346, -3.7601)  -0.1610
C (0.7137, -4.8754, -4.9184)  -0.7225
C (1.0577, -4.0539, -5.9805)  -0.5214
C (0.8851, -2.6826, -5.8809)  -0.6014
C (0.3722, -2.1418, -4.7184)  -0.3982
H (-2.6858, -1.9277, -0.1947)  0.1948
H (-5.1166, -2.3485, -0.1770)  0.4630
H (-6.2402, -3.1415, -2.2375)  0.3942
H (-4.9336, -3.4238, -4.3104)  0.4101
H (-2.5142, -2.9881, -4.3221)  0.4439
H (1.8487, -2.2740, -1.0211)  0.3188
H (2.9002, -3.6116, 0.7850)  0.4664
H (1.5292, -5.2448, 2.0446)  0.4058
H (-0.8354, -5.5934, 1.4348)  0.4542
H (-1.8385, -4.3336, -0.4157)  0.5213
H (-0.0909, -4.9793, -2.9364)  0.4210
H (0.8652, -5.9431, -4.9956)  0.4232
H (1.4645, -4.4831, -6.8850)  0.3987
H (1.1504, -2.0346, -6.7042)  0.4626
H (0.2399, -1.0745, -4.5910)  0.2098
C (4.5237, 4.1578, 1.1909)  -0.6378
C (3.0307, 4.3349, 0.9659)  -0.7016
N (2.4639, 3.0309, 0.7421)  0.6125
C (2.8180, 1.9335, 1.4667)  -1.0098
N (2.0863, 0.8742, 1.3450)  0.9052
C (2.4165, -0.2982, 2.1217)  -0.1124
C (3.9184, -0.4317, 2.3672)  -0.5335
C (4.3902, 0.8718, 2.9943)  -0.8360
N (3.9898, 1.9899, 2.1693)  0.3643
C (4.7078, 3.2275, 2.3812)  -0.6986
H (5.0144, 5.1117, 1.3794)  0.3904
H (4.9713, 3.7008, 0.3069)  0.2300
H (2.8352, 4.9403, 0.0778)  0.3900
H (2.5734, 4.8407, 1.8305)  0.3627
H (1.4898, 3.0312, 0.4801)  -0.4538
H (2.0227, -1.1709, 1.5964)  -0.4002
H (1.8981, -0.2214, 3.0886)  -0.0218
H (4.4413, -0.5995, 1.4229)  0.2181
H (4.1382, -1.2658, 3.0347)  0.4538
H (5.4824, 0.8994, 3.0750)  0.4248
H (3.9668, 0.9650, 4.0064)  0.2707
H (5.7686, 2.9818, 2.5127)  0.3718
H (4.3706, 3.7228, 3.3057)  0.2684

For the energy above the lowest of the compared OMol25 structures with the same formula, charge and spin, the calculation gives 35.5 kJ/mol. The spin multiplicity is 1. The maximum force is 0.89 eV/Å. For the gap between HOMO and LUMO, the calculation gives 6.701 eV. The calculation puts the calculated total energy at -12628.517129 hartree.